(1)
Density functional theory data (ωB97M-V with the def2-TZVPD basis set) for a structure of composition C42H110BO25P2 in a non-equilibrium geometry.

Last column: Löwdin charge in e.
CARTESIAN COORDINATES (ANGSTROEM)
C  -6.13  2.73  -5.69  -0.055
C  -5.90  2.34  -4.22  -0.256
O  -5.15  1.11  -4.17  -0.207
P  -5.63  0.00  -3.12  0.474
O  -5.09  -1.30  -3.56  -0.284
C  -5.06  0.39  -1.47  -0.179
C  -3.64  0.98  -1.52  -0.134
C  -3.26  1.59  -0.14  -0.471
C  -2.68  2.99  -0.44  -0.153
P  -3.88  4.33  -0.41  0.459
O  -3.89  5.07  0.86  -0.273
O  -3.59  5.34  -1.63  -0.133
O  -5.35  3.78  -0.73  -0.123
O  -4.29  1.65  0.80  -0.053
B  -3.48  1.71  2.07  -0.574
O  -2.63  0.50  1.91  -0.067
C  -2.28  0.56  0.56  -0.297
C  -0.76  0.69  0.29  -0.077
C  0.00  1.27  1.48  -0.177
O  0.88  0.30  2.09  -0.127
C  2.23  0.60  1.85  -0.209
C  3.08  -0.48  2.49  -0.131
O  4.23  0.05  3.17  -0.057
C  5.35  0.11  2.39  -0.268
C  6.58  0.10  3.03  0.017
C  7.77  0.13  2.30  -0.025
C  7.80  0.16  0.90  -0.187
C  9.16  0.17  0.18  -0.443
C  10.13  -0.68  1.03  -0.075
C  9.12  -0.54  -1.19  -0.028
C  9.80  1.57  0.11  -0.109
C  8.98  2.78  -0.38  -0.571
C  8.25  2.57  -1.69  -0.047
C  8.03  3.34  0.70  -0.037
C  10.01  3.91  -0.64  -0.067
C  6.55  0.18  0.28  -0.048
C  5.35  0.16  1.00  0.008
O  -7.23  -0.05  -3.07  -0.220
C  -7.86  -0.38  -4.34  -0.247
C  -9.26  0.21  -4.35  -0.056
H  -5.59  2.01  -6.31  0.079
H  -5.73  3.70  -5.93  0.052
H  -7.17  2.63  -5.98  0.065
H  -5.37  3.16  -3.74  0.097
H  -6.87  2.25  -3.75  0.106
H  -5.74  1.04  -0.92  0.096
H  -5.02  -0.56  -0.97  0.108
H  -3.59  1.70  -2.33  0.095
H  -2.96  0.17  -1.77  0.119
H  -2.18  3.03  -1.41  0.091
H  -1.92  3.27  0.29  0.090
H  -2.65  5.48  -1.76  0.075
H  -5.94  4.29  -0.16  0.100
H  -4.09  1.72  3.13  0.062
H  -2.74  2.71  2.14  0.074
H  -2.54  -0.44  0.20  0.139
H  -0.62  1.37  -0.56  0.102
H  -0.35  -0.26  -0.02  0.115
H  -0.68  1.61  2.25  0.115
H  0.57  2.14  1.16  0.114
H  2.50  1.55  2.32  0.138
H  2.37  0.67  0.77  0.118
H  3.36  -1.27  1.80  0.134
H  2.45  -0.94  3.25  0.120
H  6.57  0.06  4.11  0.118
H  8.67  0.14  2.89  0.101
H  9.77  -1.71  1.13  0.092
H  11.06  -0.74  0.47  0.081
H  10.38  -0.23  1.97  0.054
H  9.39  0.15  -1.99  0.070
H  8.13  -0.93  -1.43  0.065
H  9.79  -1.40  -1.21  0.075
H  10.66  1.48  -0.56  0.122
H  10.19  1.81  1.10  0.119
H  7.76  3.50  -1.97  0.086
H  8.97  2.37  -2.48  0.085
H  7.56  1.73  -1.69  0.060
H  8.53  3.33  1.66  0.083
H  7.12  2.75  0.74  0.070
H  7.77  4.35  0.40  0.081
H  10.39  4.30  0.31  0.082
H  9.53  4.71  -1.20  0.078
H  10.85  3.51  -1.19  0.078
H  6.46  0.19  -0.80  0.100
H  4.42  0.19  0.46  0.099
H  -7.26  0.07  -5.12  0.098
H  -7.85  -1.46  -4.42  0.108
H  -9.53  0.64  -3.39  0.077
H  -9.31  1.00  -5.09  0.065
H  -9.98  -0.56  -4.63  0.067
C  13.59  -0.95  3.55  -0.139
O  12.75  -1.32  2.45  -0.134
H  13.41  0.10  3.76  0.056
H  13.34  -1.54  4.44  0.078
H  14.64  -1.09  3.30  0.075
H  12.90  -2.25  2.27  0.076
C  -8.69  -3.59  -7.22  -0.166
O  -7.90  -2.43  -7.44  -0.136
H  -9.57  -3.53  -7.85  0.073
H  -8.12  -4.49  -7.49  0.067
H  -8.99  -3.65  -6.17  0.077
H  -7.12  -2.51  -6.88  0.069
C  -6.34  0.26  5.17  -0.137
O  -5.22  -0.54  5.55  -0.141
H  -6.96  0.48  6.04  0.067
H  -5.97  1.19  4.74  0.070
H  -6.96  -0.27  4.44  0.075
H  -4.73  -0.69  4.73  0.078
C  -5.55  5.24  -9.11  -0.159
O  -4.92  5.21  -7.83  -0.128
H  -5.94  4.25  -9.31  0.077
H  -6.38  5.96  -9.12  0.074
H  -4.84  5.51  -9.89  0.072
H  -4.58  6.09  -7.66  0.073
C  -5.16  -3.60  -9.27  -0.160
O  -5.42  -4.41  -8.13  -0.130
H  -6.11  -3.47  -9.80  0.075
H  -4.78  -2.62  -8.98  0.079
H  -4.44  -4.08  -9.94  0.071
H  -4.59  -4.52  -7.66  0.078
C  4.16  -1.42  6.55  -0.104
O  3.09  -1.31  5.62  -0.162
H  3.85  -2.06  7.36  0.100
H  5.05  -1.86  6.07  0.081
H  4.43  -0.44  6.96  0.101
H  3.39  -0.73  4.91  0.070
C  -7.13  6.49  -2.71  -0.157
O  -6.68  5.17  -2.98  -0.137
H  -7.60  6.87  -3.61  0.073
H  -7.86  6.50  -1.89  0.075
H  -6.29  7.14  -2.44  0.076
H  -6.26  4.83  -2.17  0.021
C  -5.42  -3.91  4.55  -0.155
O  -4.74  -3.53  5.74  -0.137
H  -5.50  -4.99  4.55  0.072
H  -6.43  -3.48  4.53  0.073
H  -4.88  -3.59  3.66  0.080
H  -4.66  -2.57  5.75  0.033
C  7.02  -3.74  -0.33  -0.147
O  7.14  -3.57  1.08  -0.122
H  6.69  -4.76  -0.54  0.058
H  6.28  -3.04  -0.73  0.078
H  7.98  -3.57  -0.82  0.072
H  7.43  -2.67  1.21  0.045
C  3.87  -7.01  -0.73  -0.156
O  5.30  -7.09  -0.75  -0.136
H  3.50  -7.47  -1.64  0.075
H  3.46  -7.54  0.13  0.076
H  3.54  -5.96  -0.70  0.077
H  5.62  -6.68  0.06  0.061
C  -1.66  -3.84  6.84  -0.161
O  -1.43  -2.43  6.79  -0.127
H  -0.81  -4.30  7.34  0.072
H  -2.58  -4.06  7.39  0.067
H  -1.74  -4.23  5.83  0.075
H  -2.18  -2.03  6.35  0.067
C  11.43  2.26  4.97  -0.148
O  12.85  2.22  4.98  -0.134
H  11.10  1.75  4.06  0.065
H  11.01  1.73  5.84  0.079
H  11.06  3.28  4.96  0.077
H  13.15  2.66  5.78  0.072
C  -10.65  -6.68  -7.38  -0.160
O  -9.92  -6.66  -6.16  -0.125
H  -10.11  -6.07  -8.11  0.065
H  -10.73  -7.70  -7.76  0.074
H  -11.65  -6.25  -7.23  0.077
H  -10.41  -7.20  -5.53  0.070
C  -10.25  1.13  5.84  -0.161
O  -9.62  -0.04  5.32  -0.131
H  -10.09  1.93  5.12  0.079
H  -11.32  0.97  5.96  0.071
H  -9.81  1.42  6.80  0.075
H  -9.75  -0.75  5.95  0.075
C  1.22  -0.68  7.53  -0.109
O  2.43  -0.36  6.83  -0.259
H  1.43  -0.62  8.60  0.071
H  0.43  0.03  7.28  0.077
H  0.89  -1.69  7.28  0.061
H  2.23  -0.41  5.89  0.019

## Properties
2S+1 ... 1
Energy ... -115773.5424 eV
Charge ... -1
LUMO energy ... 1.64 eV
HOMO-LUMO gap ... 6.6 eV

---

(2)
Density functional theory data (ωB97M-V with the def2-TZVPD basis set) for a structure of composition CH3CrMgO2 in a non-equilibrium geometry.

Last column: Löwdin spin population.
CARTESIAN COORDINATES (ANGSTROEM)
O  1.82  -0.25  -0.17  0.184
Mg  0.35  0.76  -0.60  0.082
O  -1.34  0.55  0.11  0.007
C  -2.61  0.02  -0.02  0.001
Cr  2.38  -1.62  0.73  4.726
H  -2.70  -0.76  -0.80  0.000
H  -2.90  -0.46  0.94  0.000
H  -3.39  0.78  -0.23  0.000

## Properties
2S+1 ... 6
⟨S²⟩ ... 8.7652
Energy ... -39045.3487 eV
LUMO energy (spin up / spin down) ... -0.90 / -0.87 eV
HOMO-LUMO gap (spin up / spin down) ... 5.9 / 8.1 eV

---

(3)
Density functional theory data (ωB97M-V with the def2-TZVPD basis set) for the molecule C4H6N2.

Last column: Löwdin charge in e.
CARTESIAN COORDINATES (ANGSTROEM)
C  0.06  1.86  0.41  -0.037
C  0.05  0.35  0.10  -0.522
C  0.89  -0.06  1.08  0.242
N  0.07  -2.22  -0.26  0.091
C  -0.45  -1.45  -1.14  -0.322
N  -0.54  -0.08  -0.98  0.060
H  0.53  2.18  1.35  0.081
H  -1.00  2.13  0.43  0.094
H  0.59  2.33  -0.42  0.093
H  0.57  -0.06  2.12  0.063
H  0.09  -3.19  -0.59  0.048
H  -0.86  -1.80  -2.09  0.110

## Properties
2S+1 ... 1
Energy ... -7221.2306 eV
Relative energy (zero: lowest compared OMol25 entry of this formula, charge and spin) ... 100.6 kcal per mole
LUMO energy ... -0.31 eV
HOMO-LUMO gap ... 8.7 eV

---

(4)
Density functional theory data (ωB97M-V with the def2-TZVPD basis set) for a structure of composition C24H29AsN4O2S3V.

Last column: Löwdin spin population.
CARTESIAN COORDINATES (ANGSTROEM)
V  0.68  -0.17  -0.23  1.944
O  0.72  -0.34  1.65  0.006
C  1.73  -0.32  2.52  0.007
C  1.43  -0.59  3.86  -0.004
C  2.39  -0.57  4.85  0.002
C  3.71  -0.27  4.53  -0.003
C  4.04  -0.02  3.22  0.002
C  3.07  -0.05  2.20  -0.002
C  3.48  0.20  0.83  0.012
N  2.68  0.52  -0.18  0.005
C  3.47  0.70  -1.30  0.006
C  4.76  0.48  -0.97  -0.001
N  4.75  0.17  0.38  0.005
H  0.40  -0.84  4.10  0.000
H  2.11  -0.78  5.87  0.000
H  4.47  -0.23  5.30  0.000
H  5.06  0.24  2.98  0.000
H  3.03  0.96  -2.25  0.000
H  5.66  0.52  -1.54  0.000
H  5.55  -0.11  0.92  0.000
C  -2.36  -5.59  -0.38  0.001
C  -1.86  -4.18  -0.37  0.006
C  -2.69  -3.11  -0.05  0.000
C  -2.13  -1.85  -0.04  0.004
N  -0.85  -1.67  -0.34  -0.003
C  -0.10  -2.76  -0.64  0.005
S  1.54  -2.33  -0.97  -0.029
N  -0.57  -4.00  -0.66  -0.003
H  -3.45  -5.63  -0.41  0.000
H  -2.01  -6.10  0.52  0.000
H  -1.94  -6.12  -1.24  0.000
H  -3.74  -3.26  0.19  0.000
H  -2.70  -0.95  0.21  0.000
C  0.56  0.34  -4.83  -0.001
S  -0.07  -0.41  -3.33  0.004
O  0.57  0.44  -2.23  0.022
C  -1.77  0.10  -3.40  0.002
C  -2.12  1.44  -3.43  0.000
C  -3.47  1.77  -3.43  0.000
C  -4.44  0.78  -3.39  0.000
C  -4.07  -0.56  -3.34  0.000
C  -2.73  -0.91  -3.34  0.000
H  0.70  1.41  -4.64  0.000
H  -0.16  0.19  -5.63  0.000
H  1.50  -0.14  -5.06  0.000
H  -1.36  2.21  -3.43  0.000
H  -3.76  2.81  -3.46  0.000
H  -5.48  1.05  -3.39  0.000
H  -4.83  -1.33  -3.30  0.000
H  -2.42  -1.95  -3.29  0.000
C  -1.36  4.38  1.65  0.001
As  -0.62  2.60  1.73  0.003
C  -1.29  1.79  3.35  0.000
C  1.29  2.83  1.93  0.001
S  -1.20  1.52  0.01  0.005
H  -1.18  4.89  2.60  0.000
H  -2.43  4.30  1.48  0.000
H  -0.89  4.92  0.84  0.000
H  -0.54  1.86  4.14  0.000
H  -1.49  0.75  3.12  0.000
H  -2.20  2.29  3.66  0.000
H  1.65  2.16  2.70  0.000
H  1.50  3.86  2.21  0.000
H  1.76  2.61  0.98  0.001

## Properties
2S+1 ... 3
⟨S²⟩ ... 2.0171
Energy ... -154444.9903 eV
Relative energy (zero: lowest compared OMol25 entry of this formula, charge and spin) ... 1.5 kcal per mole
Charge ... +1
LUMO energy (spin up / spin down) ... -2.54 / -2.04 eV
HOMO-LUMO gap (spin up / spin down) ... 7.8 / 8.4 eV

---

(5)
Density functional theory data (ωB97M-V with the def2-TZVPD basis set) for the molecule H3NOSSi in a non-equilibrium geometry.

Last column: Löwdin charge in e.
CARTESIAN COORDINATES (ANGSTROEM)
N  1.93  -0.75  0.69  -0.218
O  -1.74  0.03  0.67  -0.545
Si  1.14  0.21  -0.39  0.209
S  -1.10  -0.74  -0.64  0.685
H  1.21  -0.01  -1.79  -0.130
H  0.51  1.65  -0.03  -0.041
H  -1.95  -0.39  1.49  0.039

## Properties
2S+1 ... 1
Energy ... -22293.0082 eV
Relative energy (zero: lowest compared OMol25 entry of this formula, charge and spin) ... 115.7 kcal per mole
LUMO energy (spin up / spin down) ... -2.00 / -3.53 eV
HOMO-LUMO gap (spin up / spin down) ... 7.0 / 5.8 eV

---

Number 2 is which compound? CH3CrMgO2

---

2S+1 of number 2 (CH3CrMgO2)? 6